Entry 1:
Here is one molecule with the formula C2H4NP at a distorted geometry from the Open Molecules 2025 dataset. Energies are from wB97M-V/def2-TZVPD.

The calculation puts the calculated total energy at -12914.1794 eV. For the HOMO energy, the calculation gives -8.62 eV. As for the SMILES: PC1=NC1. As for the energy relative to the best compared isomer or geometry (same formula, charge and spin): 54.2 kcal per mole. Its HOMO-LUMO gap is 9.59 eV.

Element x y z (Å)
P1 0.0042 0.9632 -1.5165
C1 -0.4654 -0.0512 -0.1734
N1 -1.1105 -0.8101 0.5999
C2 0.3110 -1.1121 0.9540
H1 0.8506 1.8034 -0.7831
H2 -1.0813 1.8409 -1.4449
H3 0.7535 -2.0010 0.5492
H4 0.7379 -0.6331 1.8148

---

Entry 2:
Here is one molecule with the formula C7H13FN2P2 at a distorted geometry from the Open Molecules 2025 dataset. Energies are from wB97M-V/def2-TZVPD.

The calculation puts the calculated total energy at -31739.2136 eV. For the HOMO energy, the calculation gives -7.54 eV. As for the SMILES: CC(C)n1ccc([PH2]=C(F)P)n1. As for the energy relative to the best compared isomer or geometry (same formula, charge and spin): 37.5 kcal per mole. Its HOMO-LUMO gap is 8.01 eV.

Element x y z (Å)
C1 -0.8524 1.1270 -2.5879
C2 -0.4807 2.0712 -1.4897
C3 1.0118 2.3694 -1.8860
N1 -0.5282 1.3797 -0.2619
C4 -1.1242 1.5532 0.9511
C5 -0.8984 0.4109 1.6685
C6 -0.0287 -0.3135 0.8788
P1 0.8348 -1.8049 1.4315
C7 -0.2397 -2.7893 2.6141
F1 0.4893 -2.1445 3.6999
P2 0.2007 -4.6575 2.3857
N2 0.1060 0.2409 -0.3180
H1 -1.8712 0.9850 -2.7803
H2 -0.4181 0.2046 -2.4311
H3 -0.5183 1.5088 -3.5480
H4 -1.0575 3.0494 -1.4403
H5 1.4681 2.7985 -1.0410
H6 1.0443 3.0022 -2.8046
H7 1.5956 1.4621 -1.8296
H8 -1.6627 2.4757 1.2116
H9 -1.2544 0.2927 2.7472
H10 2.3881 -1.7846 1.7327
H11 0.8110 -2.3758 0.2173
H12 1.4860 -4.5248 1.6991
H13 -0.5014 -4.5368 1.1810

---

Entry 3:
Here is one molecule with the formula C8H18O from the Open Molecules 2025 dataset. Energies are from wB97M-V/def2-TZVPD.

The calculation puts the calculated total energy at -10635.4882 eV. For the HOMO energy, the calculation gives -10.09 eV. As for the SMILES: CCCCCCCCO. As for the energy relative to the best compared isomer or geometry (same formula, charge and spin): 5.5 kcal per mole. Its HOMO-LUMO gap is 11.11 eV.

Element x y z (Å)
C1 -1.9543 3.4202 -1.0761
C2 -0.5316 2.8740 -1.1170
C3 -0.3985 1.5925 -1.9423
C4 -1.1351 0.3817 -1.3646
C5 -0.5043 -0.1917 -0.0929
C6 0.7367 -1.0337 -0.3866
C7 1.4944 -1.4569 0.8708
C8 0.6725 -2.3472 1.8048
O1 1.4598 -2.9393 2.8132
H1 -1.9713 4.3921 -0.5881
H2 -2.6151 2.7566 -0.5243
H3 -2.3459 3.5368 -2.0845
H4 -0.1816 2.7007 -0.0979
H5 0.1214 3.6307 -1.5590
H6 -0.7877 1.7876 -2.9446
H7 0.6618 1.3533 -2.0469
H8 -2.1682 0.6629 -1.1565
H9 -1.1609 -0.4050 -2.1224
H10 -0.2406 0.6203 0.5866
H11 -1.2444 -0.8159 0.4108
H12 1.4194 -0.4613 -1.0175
H13 0.4407 -1.9246 -0.9452
H14 1.8204 -0.5664 1.4171
H15 2.3876 -2.0142 0.5772
H16 0.2427 -3.1823 1.2467
H17 -0.1472 -1.7713 2.2567
H18 1.9040 -2.2409 3.3068

---

Entry 4:
Here is one molecule with the formula C3H4N2O2S at a distorted geometry from the Open Molecules 2025 dataset. Energies are from wB97M-V/def2-TZVPD.

The calculation puts the calculated total energy at -21079.7890 eV. For the HOMO energy (alpha / beta), the calculation gives -8.64 / -8.65 eV. As for the energy relative to the best compared isomer or geometry (same formula, charge and spin): 162.4 kcal per mole. Its HOMO-LUMO gap (alpha / beta) is 6.05 / 6.07 eV.

Element x y z (Å)
C1 1.4988 0.1362 1.0268
C2 0.1923 -0.5206 0.6496
C3 -0.4777 0.1044 -0.4996
N1 -0.2371 -1.6235 1.1537
N2 -0.0626 -2.1816 2.2452
O1 1.9436 1.1311 0.4861
O2 -0.2890 -3.4138 2.3774
S1 -0.2747 -4.6518 1.1770
H1 2.0016 -0.3809 1.7315
H2 0.0418 -0.1623 -1.3670
H3 -0.3165 1.1604 -0.3909
H4 -1.4453 0.0151 -0.4835

---

Entry 5:
Here is a 3-piece molecular cluster, C34H41Br2F16N3O6 overall at a distorted geometry from the Open Molecules 2025 dataset. Energies are from wB97M-V/def2-TZVPD.

The calculation puts the calculated total energy at -236241.6788 eV. For the HOMO energy, the calculation gives -9.04 eV. As for the SMILES: CCCCOC1=C(CC(N)(N)N)C(=O)c2c(ccc(/C(Br)=C(\C)Br)c2CCCCOC)C1=O.FC(F)C(F)(F)COC(F)(F)C(F)F.FC(F)C(F)(F)COC(F)(F)C(F)F. Its HOMO-LUMO gap is 7.59 eV.

Element x y z (Å)
C1 -5.4765 4.8838 -2.7622
C2 -3.9907 4.9688 -3.1273
C3 -3.1288 5.1009 -1.8467
C4 -2.0982 3.9767 -1.6815
O1 -2.0854 3.6073 -0.2991
C5 -1.1102 2.7147 0.0090
C6 -0.0409 3.0330 0.7409
C7 0.1098 4.4467 1.2202
C8 0.3490 4.5788 2.7577
N1 -0.4005 5.7957 3.1572
N2 1.7739 4.8142 3.0331
N3 -0.1822 3.4758 3.5121
C9 0.9650 1.9698 1.0643
O2 1.8978 2.2744 1.8062
C10 0.8102 0.5884 0.4921
C11 -0.2966 0.2987 -0.2788
C12 -0.4996 -0.9011 -0.8420
C13 0.3868 -1.8968 -0.6408
C14 1.4677 -1.6571 0.1378
C15 2.3893 -2.7996 0.3519
Br1 3.5807 -3.2435 -1.0639
C16 2.3517 -3.4651 1.5017
C17 1.4457 -3.1830 2.6392
Br2 3.5713 -4.9113 1.8088
C18 1.7197 -0.4345 0.7107
C19 2.9703 -0.2704 1.5527
C20 4.0666 0.4664 0.7697
C21 5.2806 0.7269 1.6837
C22 5.9044 2.0894 1.3820
O3 5.1038 3.1755 1.7864
C23 5.0201 3.3097 3.1874
C24 -1.3402 1.3453 -0.5055
O4 -2.3852 1.0572 -1.0777
H1 -5.6620 5.6416 -2.0045
H2 -6.1055 5.1137 -3.6167
H3 -5.7367 3.9170 -2.3381
H4 -3.8644 5.8818 -3.7080
H5 -3.6628 4.1160 -3.7163
H6 -2.6637 6.0784 -1.7519
H7 -3.8028 4.9900 -0.9997
H8 -2.4330 3.1563 -2.3091
H9 -1.1177 4.3200 -2.0156
H10 -0.7386 5.0599 0.9438
H11 0.9832 4.8816 0.7337
H12 -0.0035 6.5636 2.6155
H13 -0.1579 6.0077 4.1214
H14 1.8939 5.6892 3.5188
H15 2.2072 4.0644 3.5518
H16 0.5299 2.8175 3.7863
H17 -0.9572 3.0328 3.0411
H18 -1.3608 -1.0978 -1.4603
H19 0.2438 -2.8624 -1.0926
H20 2.0225 -2.8360 3.4982
H21 0.9235 -4.0777 2.9688
H22 0.7003 -2.4228 2.4241
H23 3.3223 -1.2263 1.9164
H24 2.6746 0.2881 2.4362
H25 4.3512 -0.1620 -0.0743
H26 3.6623 1.3957 0.3822
H27 6.0331 -0.0140 1.4141
H28 5.0089 0.6368 2.7319
H29 6.8631 2.1576 1.9115
H30 6.0659 2.1498 0.3097
H31 4.9412 4.3717 3.3983
H32 4.1324 2.7933 3.5659
H33 5.9019 2.9011 3.6882
F1 -0.3693 -6.4223 -6.6354
C25 -1.0197 -5.6278 -7.5024
F2 -0.3433 -5.6771 -8.6730
C26 -1.0972 -4.1688 -7.0341
F3 0.1278 -3.6036 -7.0375
F4 -1.8267 -3.5259 -7.9918
C27 -1.7965 -3.8536 -5.6949
O5 -1.0220 -3.6707 -4.5080
C28 -0.6057 -4.7159 -3.7072
F5 -1.2465 -5.8557 -4.0208
F6 -0.9768 -4.4042 -2.4421
C29 0.9201 -4.8783 -3.6903
F7 1.4254 -5.0074 -4.9294
F8 1.2548 -5.9876 -2.9940
H34 -2.0221 -6.0331 -7.6647
H35 -2.2367 -2.8697 -5.8507
H36 -2.6391 -4.5227 -5.5198
H37 1.3918 -4.0112 -3.2218
F9 -3.8734 -3.5688 3.4126
C30 -3.8519 -3.8402 2.0962
F10 -3.9857 -5.1797 1.9627
C31 -2.5483 -3.4004 1.4187
F11 -1.5100 -4.1484 1.8534
F12 -2.7153 -3.6958 0.0978
C32 -2.1521 -1.9110 1.4679
O6 -1.2154 -1.4561 2.4463
C33 -1.5636 -1.0954 3.7377
F13 -2.8940 -0.9525 3.8624
F14 -1.0252 0.1275 3.9314
C34 -0.9608 -2.0230 4.8015
F15 -1.2755 -3.3103 4.5813
F16 -1.4378 -1.6772 6.0171
H38 -4.7119 -3.3574 1.6246
H39 -1.6221 -1.7445 0.5295
H40 -3.0275 -1.2628 1.4231
H41 0.1280 -1.9306 4.8040

---

Entry 6:
Here is one molecule with the formula C7H11FN2O4 at a distorted geometry from the Open Molecules 2025 dataset. Energies are from wB97M-V/def2-TZVPD.

The calculation puts the calculated total energy at -21317.8950 eV. For the HOMO energy (alpha / beta), the calculation gives -5.18 / -9.43 eV. Its HOMO-LUMO gap (alpha / beta) is 5.89 / 10.00 eV. Its spin multiplicity is 3.

Element x y z (Å)
C1 2.3715 -0.6185 -0.5591
C2 -0.9961 1.5887 -1.4312
C3 1.2340 -1.4590 1.7529
C4 -1.1974 -1.6393 1.3659
C5 -1.0183 -0.6757 -0.8191
C6 1.5766 -0.3154 0.6558
C7 -0.1659 2.4538 -2.2469
N1 -0.0421 -1.3590 2.2746
N2 -1.7053 -0.7273 0.3946
O1 2.5349 -0.9124 -1.6874
O2 2.9481 -0.0429 0.4519
O3 -1.6506 2.0664 -0.2757
O4 -0.6056 0.3639 -1.4729
F1 0.9046 0.8836 0.7199
H1 1.3122 -2.2846 1.1493
H2 2.0846 -1.5251 2.3942
H3 -0.7889 -2.4105 0.7327
H4 -2.0115 -2.0612 1.9947
H5 -0.5572 -1.5264 -1.2135
H6 0.5577 1.8944 -2.8303
H7 0.3972 3.0236 -1.5295
H8 -0.6947 3.2088 -2.8398
H9 -0.0572 -0.4917 2.9156
H10 -2.5937 2.2791 -0.6031
H11 -1.8369 0.2868 0.7066

---

Entry 7:
Here is a 2-piece molecular cluster, C3H10N2O overall at a distorted geometry from the Open Molecules 2025 dataset. Energies are from wB97M-V/def2-TZVPD.

The calculation puts the calculated total energy at -8298.2444 eV. For the HOMO energy (alpha / beta), the calculation gives 1.30 / -3.77 eV. The charge is -1. As for the energy relative to the best compared isomer or geometry (same formula, charge and spin): 32.7 kcal per mole. Its HOMO-LUMO gap (alpha / beta) is 2.13 / 7.31 eV. Its spin multiplicity is 2.

Element x y z (Å)
C1 0.0211 2.3828 0.1102
C2 0.6635 1.0678 0.2622
C3 0.9258 0.4518 1.4482
N1 0.9591 -0.9760 1.6725
N2 1.1739 0.4361 -0.9383
H1 -0.0759 2.9771 1.0340
H2 0.5496 3.0691 -0.5701
H3 -0.9846 2.3416 -0.3129
H4 1.0318 1.0753 2.3374
H5 0.0658 -1.4017 1.4200
H6 1.6172 -1.4109 1.0361
H7 2.1484 0.2139 -0.7085
H8 1.0767 1.0648 -1.7264
H9 -3.0027 -4.0485 -2.4222
H10 -3.3729 -3.7794 -0.9675
O1 -2.7968 -3.4638 -1.6747

---

Entry 8:
Here is C7H15NO as an isolated structure from the Open Molecules 2025 dataset. Energies are from wB97M-V/def2-TZVPD.

The calculation puts the calculated total energy at -11034.1851 eV. For the HOMO energy (alpha / beta), the calculation gives -7.24 / -7.24 eV. As for the energy relative to the best compared isomer or geometry (same formula, charge and spin): 149.6 kcal per mole. Its HOMO-LUMO gap (alpha / beta) is 8.03 / 8.03 eV.

Element x y z (Å)
C1 0.1887 -1.0923 0.8647
C2 1.6564 -0.8489 0.8726
C3 0.9283 1.9259 1.4002
C4 -2.4818 -0.8910 0.0516
C5 -1.2632 0.4171 -1.4804
N1 -1.5160 0.1675 -0.1746
C6 1.5023 0.1926 -0.1855
C7 1.3859 -0.1078 -1.5424
O1 1.3574 1.5123 0.1029
H1 -0.3893 -0.8013 1.7246
H2 -0.1658 -1.9346 0.2915
H3 2.0545 -0.4660 1.8094
H4 2.2736 -1.6832 0.5405
H5 0.8830 3.0119 1.3593
H6 -0.0658 1.5215 1.5997
H7 1.6337 1.6319 2.1822
H8 -2.4040 -1.2819 1.0685
H9 -2.4046 -1.7369 -0.6515
H10 -3.4907 -0.4742 -0.0522
H11 -0.0389 0.0217 -1.7118
H12 -1.1035 1.4677 -1.7286
H13 -1.8246 -0.1382 -2.2431
H14 1.6615 -1.1058 -1.8627
H15 1.6228 0.6920 -2.2350

---

| no. | molecular weight (g/mol) |
| --- | --- |
| 1 | 73.0 |
| 2 | 206.1 |
| 3 | 130.2 |
| 4 | 132.1 |
| 5 | 1051.5 |
| 6 | 206.2 |
| 7 | 90.1 |
| 8 | 129.2 |